<a>
An isolated molecule of C23H28N2O5S. Source: OMol25; level of theory: ωB97M-V/def2-TZVPD.

Calculated values
LUMO in eV: 0.305
Charge: 0
Multiplicity: 1

Each line ends with the Mulliken charge.
Geometry (Å):
C: 1.728 4.755 0.319  -0.7119
O: 1.810 3.894 1.433  -0.5089
C: 1.532 2.564 1.323  0.2913
C: 1.429 1.898 2.541  -0.9254
C: 1.182 0.544 2.628  -0.9483
C: 1.010 -0.194 1.464  -1.0838
N: 0.803 -1.585 1.514  0.0180
C: -0.150 -2.123 2.464  -1.1739
C: -1.533 -1.471 2.318  0.8547
O: -2.196 -1.141 3.279  -0.7154
N: -1.905 -1.308 1.039  0.2094
C: -3.086 -0.584 0.631  -0.7690
C: -2.723 0.776 -0.014  0.0000
C: -3.279 0.650 -1.436  0.0960
C: -4.809 0.714 -1.355  -1.0327
C: -5.178 -0.633 -0.701  -0.9817
C: -3.817 -1.312 -0.508  -0.0568
C: -3.046 -0.830 -1.737  -0.6139
S: 1.089 -2.502 0.145  1.6230
O: 0.175 -2.166 -0.924  -0.6960
O: 1.096 -3.870 0.563  -0.9057
C: 2.742 -1.997 -0.312  0.1231
C: 3.038 -1.752 -1.639  -0.2883
C: 4.324 -1.371 -1.985  -0.5744
C: 5.293 -1.243 -1.002  -0.4563
C: 4.985 -1.502 0.325  -0.7397
C: 3.701 -1.886 0.675  -0.3822
C: 1.089 0.459 0.239  0.7171
C: 1.358 1.818 0.143  1.3325
O: 1.457 2.459 -1.066  -0.5079
C: 1.240 1.724 -2.245  -0.5952
H: 2.497 4.533 -0.423  0.2169
H: 1.889 5.754 0.723  0.3256
H: 0.745 4.709 -0.154  0.2641
H: 1.558 2.487 3.435  0.4668
H: 1.113 0.075 3.594  0.3999
H: 0.198 -1.985 3.491  0.3366
H: -0.219 -3.195 2.262  0.5947
H: -1.297 -1.623 0.295  0.1258
H: -3.703 -0.472 1.525  0.5655
H: -3.156 1.615 0.527  0.3750
H: -1.639 0.903 -0.021  -0.5856
H: -2.848 1.363 -2.139  0.4674
H: -5.147 1.566 -0.767  0.3779
H: -5.242 0.800 -2.352  0.3878
H: -5.701 -0.505 0.245  0.4066
H: -5.812 -1.229 -1.358  0.3675
H: -3.874 -2.388 -0.357  0.4806
H: -3.504 -1.150 -2.672  0.4819
H: -1.997 -1.121 -1.732  -0.0462
H: 2.258 -1.862 -2.377  0.5207
H: 4.570 -1.176 -3.018  0.4337
H: 6.294 -0.943 -1.272  0.4076
H: 5.744 -1.405 1.085  0.4162
H: 3.434 -2.095 1.698  0.4545
H: 0.914 -0.107 -0.658  0.4837
H: 1.984 0.930 -2.367  0.2381
H: 0.236 1.291 -2.276  0.1330
H: 1.346 2.445 -3.055  0.3057


<b>
An isolated molecule of C23H28N2O5S. Source: OMol25; level of theory: ωB97M-V/def2-TZVPD.

Calculated values
LUMO in eV: 0.206
Charge: 0
Multiplicity: 1

Each line ends with the Mulliken charge.
Geometry (Å):
C: -2.504 -2.472 -0.090  -1.2807
C: -2.307 -0.977 -0.336  -0.0986
N: -3.351 -0.184 0.286  0.2683
C: -3.240 0.445 1.477  1.1115
O: -4.190 0.958 2.038  -0.6655
C: -1.853 0.530 2.117  -1.1672
O: -0.996 1.345 1.329  -0.2440
C: 0.256 0.904 1.093  1.3534
O: 0.628 -0.196 1.477  -0.7974
C: 1.060 1.857 0.338  0.1396
C: 0.535 3.123 0.042  -0.6083
C: 1.270 4.058 -0.644  -0.8393
C: 2.574 3.752 -1.031  -0.6633
C: 3.115 2.520 -0.760  -0.5754
C: 2.373 1.529 -0.092  0.2227
N: 2.907 0.316 0.192  -0.1689
C: 4.038 -0.280 -0.371  0.0334
C: 4.320 -0.150 -1.728  -0.5883
C: 5.419 -0.789 -2.265  -0.8914
C: 6.221 -1.577 -1.461  -0.8669
C: 5.941 -1.739 -0.109  1.1890
C: 6.824 -2.622 0.723  -1.6524
C: 4.848 -1.077 0.450  0.5438
C: 4.504 -1.195 1.906  -1.5985
C: -4.657 -0.242 -0.361  -0.5495
C: -5.206 1.153 -0.714  -1.0087
C: -6.548 0.944 -1.387  -0.7143
S: -7.173 -0.609 -0.639  1.1848
O: -8.383 -0.390 0.100  -0.6823
O: -7.195 -1.630 -1.653  -0.6606
C: -5.747 -0.921 0.450  -0.8369
H: -3.427 -2.827 -0.543  0.3873
H: -1.674 -3.024 -0.523  0.4401
H: -2.538 -2.678 0.977  0.3038
H: -1.334 -0.680 0.042  -0.0214
H: -2.315 -0.771 -1.411  0.3173
H: -1.982 1.015 3.090  0.3096
H: -1.401 -0.458 2.263  0.4102
H: -0.465 3.352 0.375  0.5437
H: 0.851 5.027 -0.866  0.4125
H: 3.171 4.495 -1.540  0.3928
H: 4.136 2.304 -1.033  0.5710
H: 2.358 -0.255 0.829  0.4091
H: 3.662 0.431 -2.357  0.6193
H: 5.641 -0.686 -3.317  0.3979
H: 7.074 -2.083 -1.889  0.3394
H: 7.346 -2.043 1.484  0.3625
H: 6.239 -3.392 1.224  0.3533
H: 7.569 -3.109 0.099  0.3893
H: 4.189 -0.229 2.299  0.3677
H: 5.350 -1.542 2.488  0.4527
H: 3.682 -1.898 2.047  0.3073
H: -4.533 -0.807 -1.290  0.5563
H: -5.323 1.720 0.209  0.3719
H: -4.504 1.683 -1.360  0.4399
H: -7.263 1.735 -1.191  0.4397
H: -6.465 0.759 -2.454  0.3673
H: -5.615 -1.991 0.564  0.4334
H: -5.911 -0.434 1.406  0.4379


Most stable = <b>


<a>
An isolated molecule of CH2NOP. Source: OMol25; level of theory: ωB97M-V/def2-TZVPD.

Calculated values
LUMO in eV: 0.499
Charge: 0
Multiplicity: 1

Each line ends with the Mulliken charge.
Geometry (Å):
O: 0.531 -2.524 0.797  -0.3721
C: 0.399 -1.466 0.346  0.5959
N: -0.088 -0.351 -0.038  -0.2417
P: 0.267 1.195 -0.387  -0.1108
H: -0.761 1.541 -1.496  0.0706
H: -0.348 1.604 0.777  0.0581


<b>
An isolated molecule of CH2NOP. Source: OMol25; level of theory: ωB97M-V/def2-TZVPD.

Calculated values
LUMO in eV: 0.302
Charge: 0
Multiplicity: 1

Each line ends with the Mulliken charge.
Geometry (Å):
C: -0.285 -1.997 -2.045  -0.0450
N: -0.869 -1.479 -1.204  -0.1351
O: 0.713 -0.276 0.217  -0.4315
P: -0.864 -0.251 0.062  0.2138
H: 1.089 0.241 0.936  0.3342
H: -1.098 0.887 -0.984  0.0635


Most stable = <a>


<a>
The ion CH5OS2 with charge -1. Source: OMol25; level of theory: ωB97M-V/def2-TZVPD.

Calculated values
LUMO in eV: 3.810
Charge: -1
Multiplicity: 1

Each line ends with the Mulliken charge.
Geometry (Å):
O: -0.540 0.778 1.926  -0.6470
H: -0.772 0.147 2.610  0.2426
C: -0.572 0.408 -0.635  -0.7288
S: 0.633 0.082 0.692  0.0485
S: 2.188 -0.903 -1.160  -0.7082
H: -0.207 1.265 -1.189  0.2195
H: -0.702 -0.484 -1.222  0.2849
H: -1.473 0.701 -0.098  0.2748
H: 1.446 -1.995 -0.924  0.0138


<b>
The ion CH5OS2 with charge -1. Source: OMol25; level of theory: ωB97M-V/def2-TZVPD.

Calculated values
LUMO in eV: 3.885
Charge: -1
Multiplicity: 1

Each line ends with the Mulliken charge.
Geometry (Å):
O: 2.174 0.166 -0.241  -0.6585
H: 2.632 0.295 0.593  0.2386
C: -0.266 -0.668 -0.770  -0.7629
S: 0.482 0.308 0.568  0.0298
S: -1.700 0.588 1.775  -0.6588
H: -0.835 -1.491 -0.342  0.2580
H: -1.026 -0.050 -1.263  0.2414
H: 0.448 -0.945 -1.542  0.2810
H: -1.910 1.797 1.223  0.0314


Most stable = <a>


<a>
The ion C6H14NS with charge +1. Source: OMol25; level of theory: ωB97M-V/def2-TZVPD.

Calculated values
LUMO in eV: -4.603
Charge: +1
Multiplicity: 1

Each line ends with the Mulliken charge.
Geometry (Å):
C: -1.735 0.869 -1.890  -0.9361
C: -0.436 0.875 -1.104  -0.5427
C: -0.146 -0.420 -0.273  0.2917
C: -1.175 -0.666 0.746  -0.9754
S: -0.595 -1.932 1.949  -0.1917
C: 1.205 -0.270 0.296  0.3507
C: 1.509 0.695 1.289  -1.5938
N: 2.151 -1.102 -0.098  -0.2111
H: -2.279 -0.001 -1.430  0.2574
H: -1.405 0.671 -2.976  0.2824
H: -2.319 1.819 -1.795  0.3057
H: -0.368 1.710 -0.320  0.2301
H: 0.517 0.939 -1.648  0.3802
H: -0.145 -1.245 -0.983  0.3732
H: -1.562 0.183 1.265  0.4519
H: -2.059 -1.001 0.256  0.5114
H: -1.430 -1.707 2.842  0.1510
H: 2.287 1.322 0.858  0.5114
H: 2.087 0.331 2.130  0.4734
H: 0.645 1.339 1.518  0.3228
H: 3.008 -0.715 0.233  0.3117
H: 2.244 -1.695 -0.865  0.2457


<b>
A cluster of 2 separate species, C6H14NS in total. Source: OMol25; level of theory: ωB97M-V/def2-TZVPD.

Calculated values
LUMO in eV: -3.479
Charge: +1
Multiplicity: 1

Each line ends with the Mulliken charge.
Geometry (Å):
C: -1.641 -1.131 -0.420  -0.9145
C: -2.006 -0.830 -1.863  -0.5603
S: -3.567 -1.720 -2.193  -0.1847
N: -0.308 -0.520 -0.081  -0.2026
H: -1.539 -2.209 -0.299  0.4328
H: -2.367 -0.753 0.295  0.4158
H: -1.227 -1.191 -2.533  0.4018
H: -2.166 0.238 -2.015  0.3885
H: -3.503 -1.606 -3.524  0.1682
H: -0.081 -0.578 0.921  0.2658
H: -0.262 0.472 -0.339  0.3726
H: 0.447 -0.983 -0.592  0.3823
C: 1.665 -0.174 2.605  -0.9875
C: 1.597 0.995 1.970  -0.0033
C: 2.124 1.215 0.619  0.0097
C: 1.883 2.304 -0.109  -0.9002
H: 2.208 -1.003 2.157  0.3212
H: 1.294 -0.316 3.610  0.3135
H: 1.172 1.874 2.446  0.2966
H: 2.661 0.380 0.169  0.3898
H: 2.310 2.400 -1.099  0.3053
H: 1.304 3.136 0.275  0.2891


Most stable = <a>